DFT (the ωB97M-V functional and the def2-TZVPD basis) results for a 7-piece molecular cluster, C39H96F6N6O3P overall.

The geometry in XYZ format:
```
151
Properties=species:S:1:pos:R:3:forces:R:3:lowdin_charge:R:1
P 0.32551 0.03122 1.04830 1.02 0.31 2.55 0.259
F 1.11915 -0.63398 2.35358 -0.74 0.65 -0.74 -0.187
F 1.61436 -0.40246 0.18091 0.36 -0.28 -0.37 -0.178
F -0.42308 -1.40419 0.76787 0.30 1.03 0.32 -0.170
F -0.28014 0.63862 -0.26427 -1.73 0.17 -0.57 -0.128
F -0.85382 0.54780 2.15411 0.44 -0.93 -1.84 -0.204
F 0.98867 1.53413 1.28001 0.43 -0.64 0.43 -0.205
C 3.49813 0.50920 -2.66882 0.00 1.28 0.17 0.021
N 3.61633 2.04889 -2.59464 0.58 0.31 0.67 -0.307
C 4.95969 2.42493 -3.21935 -0.83 -0.52 -0.83 0.027
C 2.46210 2.66798 -3.42915 1.16 -0.11 0.86 0.041
C 3.66744 2.47193 -1.08260 -0.58 0.68 -0.87 -0.056
C 4.06483 3.92551 -0.75358 0.53 0.03 0.75 -0.239
O 3.37290 4.88956 -1.47908 -0.86 0.31 -1.06 -0.068
H 3.47670 0.24672 -3.72653 0.48 -0.06 0.11 0.104
H 2.56456 0.14116 -2.24327 0.04 0.42 0.37 0.078
H 4.35720 0.15094 -2.10158 -0.11 -0.39 -0.40 0.112
H 4.90505 1.79434 -4.10673 0.80 0.50 -0.31 0.105
H 5.84977 2.18226 -2.63885 -0.44 -0.31 0.36 0.122
H 5.00672 3.48405 -3.47265 -0.33 -0.12 0.02 0.116
H 2.60370 2.51278 -4.49872 0.20 -0.80 0.14 0.109
H 2.51985 3.75427 -3.36029 -0.38 -0.18 0.71 0.092
H 1.58358 2.16488 -3.02518 -0.25 0.56 -0.27 0.099
H 4.39096 1.81244 -0.60335 -0.18 -0.10 -0.07 0.140
H 2.67427 2.33980 -0.65336 -0.06 -0.50 -0.23 0.112
H 5.13011 4.15461 -0.72568 0.21 -0.49 -0.48 0.138
H 3.76911 4.07745 0.28447 0.01 -0.53 0.40 0.120
H 3.93935 5.63280 -1.69891 0.16 0.06 0.01 0.117
C -0.14053 0.49996 5.31984 -0.63 1.86 -0.39 0.011
N 0.45496 1.90551 5.52643 0.90 0.16 -0.24 -0.336
C 1.11934 2.37509 4.21652 0.46 -0.58 1.75 0.022
C -0.66321 2.84053 5.89186 -0.18 -0.18 -0.03 0.003
C 1.43082 1.87822 6.72688 0.36 -0.95 0.15 -0.042
C 2.71761 0.93556 6.57850 -0.46 1.55 0.29 -0.217
O 2.49982 -0.39356 6.86885 -1.38 -1.16 -0.24 -0.043
H 0.58500 -0.24362 4.98997 0.11 0.31 0.42 0.101
H -0.85563 0.70951 4.52434 0.02 -0.52 -0.15 0.070
H -0.71438 0.28542 6.22138 0.45 -0.42 0.04 0.115
H 1.83276 1.58000 3.99977 -0.37 0.09 -0.70 0.086
H 1.72279 3.24868 4.46306 -0.30 0.21 -0.05 0.113
H 0.36455 2.57302 3.45547 0.20 -0.35 0.14 0.083
H -0.35258 3.84796 6.16878 0.64 -0.32 0.28 0.119
H -1.17282 2.34831 6.72017 -0.30 0.42 -0.09 0.114
H -1.31255 3.02290 5.03559 -0.13 -0.62 -0.01 0.106
H 0.77083 1.62431 7.55636 0.24 -0.75 0.10 0.135
H 1.68804 2.89575 7.02114 0.42 0.14 -0.77 0.136
H 3.48997 1.24392 7.28311 -0.15 0.99 -0.13 0.138
H 3.10383 1.05432 5.56617 0.15 0.19 -0.18 0.106
H 3.33396 -0.82496 7.06807 0.07 -0.02 0.13 0.112
C -0.60017 6.83457 1.48165 0.72 -1.43 -0.60 0.025
N -0.43689 6.13173 0.15552 -0.82 -0.14 -0.95 -0.326
C 0.36896 4.77333 0.37627 -1.13 2.72 -0.38 0.043
C -1.89294 5.80451 -0.31507 1.46 -0.77 -0.12 0.034
C 0.35550 6.97026 -0.87354 -1.69 -0.36 -0.36 -0.082
C -0.24692 8.33734 -1.27552 0.81 0.72 1.63 -0.235
O -1.61897 8.40773 -1.46171 -1.01 -1.36 -0.66 -0.042
H 0.41169 6.94669 1.87111 -0.21 0.35 0.29 0.111
H -1.12220 6.03114 2.00133 -0.20 0.74 0.83 0.103
H -1.14970 7.77263 1.40317 0.05 -0.25 -0.08 0.122
H -0.18064 4.11311 1.04719 0.05 0.18 -0.09 0.088
H 1.26290 5.20964 0.82194 0.36 -0.91 -0.18 0.094
H 0.47105 4.36341 -0.62854 0.35 -0.12 0.31 0.098
H -2.58495 6.60679 -0.05903 0.27 -0.20 -0.09 0.109
H -2.08735 4.84263 0.15935 -0.49 0.31 0.34 0.093
H -1.89203 5.57796 -1.38127 0.08 0.48 -0.01 0.107
H 0.34483 6.38963 -1.79596 0.27 -0.42 0.20 0.126
H 1.36765 7.07670 -0.48323 -0.09 0.14 -0.11 0.133
H 0.31232 8.61995 -2.16742 0.16 0.22 0.08 0.140
H -0.11713 9.04960 -0.46069 1.17 0.18 -0.01 0.128
H -1.80950 9.16247 -2.02355 -0.19 0.14 -0.08 0.121
C 1.29227 -5.54273 -3.56312 0.22 -0.79 0.48 -0.063
C 1.52167 -5.69141 -2.03429 -0.48 0.81 -0.21 -0.204
C 2.20653 -4.48102 -1.42605 0.18 -0.92 0.35 -0.127
N 2.17129 -4.49946 0.11053 0.63 0.27 -0.02 -0.226
C 0.72501 -4.42576 0.69693 0.75 1.08 -0.18 0.057
C 2.94192 -3.28636 0.57329 -0.12 0.77 1.53 -0.105
C 3.56399 -3.64344 1.98724 0.07 0.01 -0.67 -0.107
C 3.47419 -5.18752 2.12209 -2.46 0.77 0.06 -0.117
C 3.00467 -5.58233 0.71580 0.87 -2.15 0.00 -0.122
H 0.36944 -6.07628 -3.79069 -0.02 0.24 -0.26 0.085
H 2.07360 -6.04999 -4.12909 0.07 0.14 0.03 0.088
H 1.24699 -4.51141 -3.91304 -0.15 0.08 0.16 0.049
H 2.11030 -6.58210 -1.81454 -0.21 -0.06 -0.02 0.123
H 0.54804 -5.75672 -1.54861 -0.09 -0.39 -0.02 0.103
H 1.77823 -3.52606 -1.73054 -0.12 -0.06 0.05 0.111
H 3.25360 -4.53121 -1.72475 0.11 0.38 0.29 0.141
H 0.11065 -5.32110 0.79196 0.88 -0.44 -0.33 0.113
H 0.17253 -3.70665 0.09216 0.19 -0.05 -0.22 0.084
H 0.80823 -3.94333 1.67081 0.19 -0.25 0.06 0.098
H 2.23486 -2.45963 0.50471 0.21 0.07 0.53 0.089
H 3.79310 -2.99611 -0.04261 -0.32 -0.76 -0.67 0.133
H 3.08852 -3.10028 2.80395 0.04 -0.11 -0.07 0.107
H 4.62180 -3.38325 1.94935 -0.13 0.31 0.12 0.115
H 2.64574 -5.43905 2.78429 0.03 0.10 0.34 0.109
H 4.33073 -5.70455 2.55466 0.16 0.12 -0.70 0.135
H 2.46612 -6.52504 0.61904 -0.07 0.03 0.36 0.141
H 3.94061 -5.74984 0.18284 -0.26 0.48 -0.89 0.148
C -0.21884 -1.58799 -2.74198 -0.10 -0.20 -1.13 -0.081
C 0.11420 -1.25059 -4.21115 0.52 -0.72 -0.81 -0.223
C -0.56251 -2.24541 -5.21212 -0.98 1.92 -1.47 -0.071
N -1.17536 -1.53951 -6.48256 -0.62 0.84 -0.86 -0.222
C -0.15570 -0.73567 -7.29749 -0.37 -0.04 0.73 0.029
C -2.33833 -0.55415 -6.10180 0.73 -0.61 0.75 -0.089
C -3.48677 -0.72050 -7.10057 1.25 -0.32 0.43 -0.112
C -3.36354 -2.21169 -7.39873 -1.09 0.09 0.38 -0.157
C -1.92029 -2.49906 -7.43157 1.88 -0.78 -0.89 -0.123
H -0.23048 -2.67217 -2.63009 0.49 -0.08 0.28 0.062
H -1.25728 -1.32416 -2.54170 0.08 0.43 0.16 0.088
H 0.46332 -1.08350 -2.05768 -0.23 -0.22 0.13 0.042
H 1.15633 -1.35861 -4.51183 0.49 -0.17 0.84 0.097
H -0.00744 -0.18527 -4.40715 -0.86 -0.03 -0.17 0.095
H -1.41927 -2.72110 -4.73487 0.15 -0.35 -0.21 0.130
H 0.12712 -2.93296 -5.70181 0.01 -0.25 0.66 0.130
H 0.30066 -0.05142 -6.58220 0.22 -0.03 -0.28 0.085
H -0.68302 -0.15493 -8.05432 -0.20 -0.07 0.19 0.116
H 0.58320 -1.32860 -7.83651 -0.10 -0.38 0.44 0.117
H -1.93602 0.44851 -5.95712 0.00 -0.11 -0.11 0.129
H -2.60230 -0.98585 -5.13636 -0.53 0.46 0.12 0.122
H -3.29915 -0.17770 -8.02701 -0.16 0.30 0.15 0.129
H -4.40317 -0.38897 -6.61234 -0.07 -0.13 -0.34 0.135
H -3.79870 -2.44437 -8.37063 -0.26 -0.37 0.32 0.145
H -3.72573 -2.84486 -6.58878 -0.92 0.20 -0.18 0.130
H -1.52267 -2.36819 -8.43798 0.24 0.36 0.11 0.138
H -1.71623 -3.54797 -7.21658 0.24 0.12 0.45 0.141
C -7.36005 -1.15100 1.84830 -0.49 -0.39 1.48 -0.078
C -6.05699 -1.96567 2.06688 -0.70 0.96 -1.07 -0.238
C -5.33998 -1.60640 3.36060 0.67 -0.93 -0.50 -0.091
N -3.87391 -2.19740 3.37706 -0.25 1.84 0.39 -0.187
C -3.20839 -1.92817 1.97486 0.20 -1.33 1.06 0.023
C -3.77554 -3.68433 3.84227 0.46 0.84 -0.58 -0.062
C -2.32877 -3.80147 4.28429 1.03 0.34 0.30 -0.136
C -1.89229 -2.40812 4.78057 0.20 0.84 1.20 -0.168
C -3.04826 -1.45083 4.51583 -0.26 -1.40 -1.45 -0.074
H -8.05944 -1.40018 2.64634 -0.24 -0.11 -0.03 0.083
H -7.88802 -1.34621 0.91490 0.43 -0.13 -0.04 0.087
H -7.22765 -0.07604 1.97096 0.36 0.05 -0.28 0.078
H -5.46378 -1.59752 1.22982 0.39 -0.33 0.08 0.085
H -6.24611 -3.02413 1.88803 0.07 -0.07 0.36 0.122
H -5.78468 -1.96120 4.29037 -0.20 -0.10 -0.19 0.138
H -5.30010 -0.51777 3.39796 0.52 -0.01 0.16 0.132
H -3.62740 -2.67320 1.29848 -0.02 0.21 0.04 0.100
H -2.13050 -2.08648 2.00935 -0.14 -0.16 0.54 0.067
H -3.32093 -0.92523 1.56309 -0.58 0.03 0.63 0.107
H -4.04981 -4.36405 3.03551 -0.03 0.24 -0.04 0.138
H -4.42105 -3.88439 4.69749 -0.34 0.57 -0.19 0.145
H -1.66169 -4.10678 3.47814 -0.16 -0.24 0.01 0.104
H -2.20766 -4.46634 5.13950 -0.15 -0.40 -0.43 0.131
H -0.90101 -2.02271 4.54195 -0.10 -0.35 -1.06 0.094
H -1.80417 -2.38172 5.86668 -0.05 -0.53 0.19 0.118
H -2.79681 -0.45512 4.15054 -0.19 -0.11 0.12 0.113
H -3.60273 -1.47444 5.45397 -0.77 0.50 -0.57 0.139
```
Forces are in eV/Å.

Results
LUMO level   -9.4 eV
Charge   +5
HOMO energy   -19.670 eV
Energy above the lowest of the compared OMol25 structures with the same formula, charge and spin   240.82 kJ/mol
Energy   -3036.70726 a.u.